(1)
8
Properties=species:S:1:pos:R:3:forces:R:3 method="wB97M-V/def2-TZVPD" charge=+1 de_lowest_kj_mol=259.6 homo_lumo_gap_ha=0.3166
C 0.5112 0.1822 1.0071 1.136 0.289 -0.855
C -0.3790 0.0607 -1.1265 0.572 0.413 -1.121
N -1.7098 -0.6097 0.7710 -0.795 0.016 0.946
N -0.7104 -0.2096 1.1114 0.204 -0.589 1.760
N 0.6609 0.2561 -0.4455 0.737 -0.040 -0.850
O -1.2164 -0.1249 -1.8408 -1.506 -0.127 -1.107
H 1.4044 0.4179 1.5966 -1.225 -0.183 0.311
H 1.4392 0.0273 -1.0733 0.877 0.221 0.916

(2)
69
Properties=species:S:1:pos:R:3:forces:R:3 method="wB97M-V/def2-TZVPD" de_lowest_kj_mol=0.0 homo_lumo_gap_ha=0.2180
Sr 0.3569 0.2214 0.4009 -0.259 0.349 -0.146
C -4.0358 -3.3435 -6.4094 0.004 0.006 -0.005
C -3.6838 -4.1664 -5.2001 -0.001 -0.014 0.001
C -2.3825 -4.2255 -4.7186 0.026 0.018 0.004
C -2.0502 -4.9774 -3.6002 -0.001 0.002 0.031
C -3.0366 -5.6797 -2.9227 -0.031 0.115 0.063
N -2.7692 -6.4633 -1.7722 -0.010 -0.024 0.034
C -1.7131 -6.3656 -0.8893 -0.039 0.027 0.065
O -1.2496 -7.3496 -0.3510 0.010 -0.013 -0.031
N -1.2031 -5.1042 -0.6253 0.034 -0.058 0.028
C -1.8762 -3.8773 -0.4995 -0.067 0.016 -0.071
C -3.2556 -3.7206 -0.4386 0.051 -0.058 0.004
C -3.7718 -2.4464 -0.2609 -0.024 0.030 0.014
C -2.9095 -1.3734 -0.1286 -0.004 -0.004 -0.026
N -1.5841 -1.5210 -0.1812 -0.085 -0.001 0.026
C -1.0829 -2.7390 -0.3652 0.048 -0.022 -0.027
C -4.3449 -5.6362 -3.3965 -0.002 0.032 0.015
C -4.6575 -4.8969 -4.5234 -0.009 -0.011 -0.005
H -3.1422 -2.9339 -6.8795 -0.001 -0.005 0.002
H -4.6849 -2.5078 -6.1407 -0.002 -0.004 0.003
H -4.5636 -3.9412 -7.1538 -0.001 0.001 0.003
H -1.6004 -3.6850 -5.2391 0.019 0.012 -0.002
H -1.0250 -5.0230 -3.2599 0.030 0.013 0.012
H -3.1323 -7.4040 -1.7848 0.009 -0.017 -0.025
H -0.3410 -5.1693 -0.1007 0.010 0.024 -0.006
H -3.9156 -4.5733 -0.4972 -0.007 -0.054 -0.058
H -4.8409 -2.2927 -0.2046 0.002 0.000 0.002
H -3.2772 -0.3702 0.0525 -0.003 -0.016 -0.019
H 0.0038 -2.8134 -0.3274 0.007 0.012 -0.012
H -5.1197 -6.1811 -2.8697 0.008 -0.003 0.000
H -5.6817 -4.8806 -4.8781 0.004 0.004 -0.001
C 0.0819 -0.9743 -5.3417 -0.001 -0.003 -0.017
C -0.3291 -0.8438 -3.8785 -0.036 0.024 0.028
P 1.0004 -0.4552 -2.6635 0.108 0.069 -0.082
C 1.8213 1.0249 -3.4127 0.041 -0.049 -0.060
C 2.6764 1.7822 -2.3958 -0.026 0.027 0.017
C 2.2067 -1.8017 -3.0194 -0.039 0.001 -0.046
C 3.3887 -1.8749 -2.0579 0.072 0.146 0.104
H -0.7772 -1.2231 -5.9679 -0.019 0.006 0.018
H 0.8278 -1.7567 -5.4824 -0.014 -0.004 -0.003
H 0.5009 -0.0419 -5.7225 0.013 -0.004 0.000
H -0.7932 -1.7687 -3.5213 -0.008 -0.009 -0.004
H -1.0931 -0.0707 -3.7624 -0.018 0.018 -0.020
H 1.0377 1.6807 -3.8028 -0.019 -0.006 0.014
H 2.4309 0.7210 -4.2676 -0.002 -0.010 -0.001
H 2.0555 2.2204 -1.6081 -0.001 -0.015 -0.001
H 3.2182 2.6064 -2.8611 -0.008 -0.008 -0.024
H 3.4076 1.1313 -1.9168 -0.009 0.014 0.016
H 2.5546 -1.6822 -4.0498 -0.004 -0.003 0.012
H 1.6339 -2.7352 -2.9951 0.007 0.004 0.099
H 4.0076 -0.9765 -2.1171 0.022 -0.038 -0.115
H 4.0244 -2.7246 -2.3096 0.002 -0.010 0.036
H 3.0672 -1.9574 -1.0161 -0.070 -0.106 -0.038
S -1.5596 0.8578 2.6001 -0.059 -0.019 0.046
C -1.6932 -0.7462 3.2291 0.055 0.050 -0.019
N -0.6855 -1.5883 3.2840 -0.117 0.038 -0.039
C -0.8293 -2.9554 3.7548 0.014 0.003 0.019
C -2.2339 -3.4564 3.4723 -0.002 -0.037 -0.008
C -3.2303 -2.4934 4.0931 -0.025 0.027 0.011
N -2.8982 -1.1303 3.6972 0.006 -0.006 -0.025
H 0.2018 -1.4031 2.7306 0.068 -0.030 0.041
H -0.6209 -3.0016 4.8282 0.021 -0.008 -0.009
H -0.0644 -3.5361 3.2381 -0.003 -0.004 -0.013
H -2.3782 -4.4569 3.8803 0.006 0.004 0.001
H -2.3912 -3.5040 2.3921 -0.006 0.005 -0.033
H -3.2170 -2.5859 5.1831 0.014 0.003 0.002
H -4.2447 -2.7086 3.7543 -0.002 -0.001 0.008
H -3.6209 -0.4357 3.6279 -0.008 -0.001 0.006
S 1.7633 -1.6579 1.3717 0.332 -0.424 0.203

(3)
79
Properties=species:S:1:pos:R:3:forces:R:3 method="wB97M-V/def2-TZVPD" charge=+2 de_lowest_kj_mol=447.7 s_squared=3.791 homo_lumo_gap_ha="0.2606 / 0.2337" spin_multiplicity=4
N -5.1320 -1.2169 3.8956 -0.560 -0.466 0.263
C -4.1452 -0.5255 4.4570 0.226 0.079 -0.138
C -3.3788 0.3751 3.7252 -0.416 -0.316 -0.727
C -3.6941 0.5201 2.3598 -1.076 -0.426 0.362
C -4.7547 -0.1875 1.7744 0.087 -0.888 1.565
C -5.4454 -1.0692 2.6108 0.407 0.340 -0.524
C -3.0167 1.4160 1.4868 1.032 -0.091 -1.202
V 0.0052 1.4157 -0.7160 0.741 -6.503 1.363
P 2.2821 0.5414 -0.9778 -1.756 -0.370 -0.413
C -2.9669 1.1673 0.1479 0.570 0.937 0.278
C -2.1411 1.9857 -0.7552 0.068 0.035 1.407
C -2.1126 1.7451 -2.1576 -0.740 0.827 0.965
C -1.0825 2.3051 -2.9138 -0.470 -0.293 0.036
C -0.1752 3.0936 -2.2288 3.184 1.805 -1.475
C -0.1593 3.4602 -0.8769 -1.664 1.814 0.011
C -1.1893 2.8759 -0.0724 -1.766 2.361 -2.283
Br 1.3392 3.7933 -3.3996 -2.505 0.198 0.362
H -2.4517 2.2134 1.9731 -0.260 -0.120 -0.323
H -3.3627 0.2415 -0.2703 -0.164 0.560 0.074
H -2.5343 0.8822 4.1703 -0.043 0.205 0.007
H -4.9819 -0.1161 0.7215 -0.298 0.172 0.178
H -3.9379 -0.7028 5.5255 -0.227 0.044 -0.619
H -6.2516 -1.6703 2.1748 0.182 0.108 0.535
H -3.0562 1.3554 -2.5770 1.010 -0.539 -0.042
H -1.5659 3.3755 0.8015 0.689 -0.325 0.597
H -0.9908 2.1981 -4.0039 -0.095 -0.099 0.629
H 0.5240 4.2237 -0.4972 -0.314 -0.241 -0.219
P -0.3555 -1.5625 -0.0673 -0.743 -1.594 -0.581
C 2.7814 2.1405 -0.2553 0.987 0.017 -0.159
C 3.5952 2.9608 -1.2282 -0.124 1.133 -0.273
H 3.3398 1.9205 0.6615 -0.062 -0.141 0.016
H 1.9058 2.7419 0.0762 0.531 -0.569 -0.232
H 3.8128 3.9355 -0.7663 0.271 -0.221 -0.249
H 4.5197 2.4827 -1.5768 -0.342 0.206 0.279
H 2.9266 3.1723 -2.0830 1.289 -0.283 0.752
C 1.9930 0.5226 -2.7867 0.078 0.768 -0.409
C 3.1558 0.6277 -3.7754 -0.207 0.036 -0.566
H 1.3351 1.3932 -2.9615 0.387 -0.593 -0.110
H 1.3572 -0.3555 -3.0328 0.448 0.289 0.444
H 2.6821 0.8676 -4.7357 0.407 -0.077 -0.019
H 3.8622 1.4333 -3.5391 -0.271 -0.245 -0.060
H 3.7064 -0.3123 -3.9087 -0.138 0.235 0.163
C 3.5390 -0.7080 -0.7886 0.180 -0.364 0.686
C 4.8995 -0.0898 -1.0446 0.592 -0.490 -0.102
H 3.3095 -1.5159 -1.4973 -0.005 0.282 0.107
H 3.4795 -1.1497 0.2123 0.177 0.169 -0.229
H 5.6348 -0.8902 -0.9414 0.186 0.230 0.025
H 4.9894 0.3098 -2.0618 0.030 -0.042 0.424
H 5.1127 0.6839 -0.3027 0.154 -0.099 -0.189
C 0.4164 -3.1160 0.6578 0.618 -0.119 0.079
C 1.8997 -3.2908 0.5000 0.664 -0.194 0.494
H -0.0592 -3.9074 0.0713 -0.102 0.084 0.283
H 0.1192 -3.3264 1.6906 0.193 0.497 -0.136
H 2.1884 -4.2845 0.8725 0.017 0.270 -0.166
H 2.2304 -3.2181 -0.5385 -0.045 -0.014 0.100
H 2.4407 -2.5539 1.1043 -0.002 -0.188 -0.110
C -0.3418 -2.3171 -1.7325 -0.030 -0.380 -0.209
C -1.3785 -1.8791 -2.7399 0.151 0.147 -0.676
H -0.5676 -3.3570 -1.5141 0.220 -0.175 -0.353
H 0.6807 -2.3104 -2.1072 0.054 0.184 -0.328
H -1.2078 -2.4579 -3.6622 -0.175 0.416 0.160
H -2.4003 -2.1090 -2.4179 0.211 0.138 0.066
H -1.3081 -0.8079 -2.9713 -0.081 -0.137 -0.112
C -2.0002 -2.3069 0.3411 -0.556 -0.059 -0.472
C -2.3464 -2.8868 1.6956 -0.425 0.178 0.724
H -1.9945 -3.1725 -0.3204 -0.311 0.056 -0.217
H -2.7688 -1.6400 -0.0378 -0.309 -0.018 0.188
H -3.4018 -3.1985 1.6718 0.319 0.137 0.115
H -1.7682 -3.7868 1.9402 -0.188 0.313 -0.130
H -2.2326 -2.1695 2.5167 -0.127 -0.115 -0.029
N 1.1863 1.2547 3.6006 -0.176 0.235 -0.258
C 0.7990 -0.0832 3.7045 -0.261 0.805 -0.462
C 0.1799 -0.3711 2.5172 0.582 0.809 -0.145
N 0.2148 0.7619 1.6546 0.677 0.511 1.004
C 0.8227 1.7090 2.3668 -0.194 -0.939 0.489
H 1.5615 1.8629 4.3346 -0.090 -0.627 -0.405
H 0.9764 -0.7005 4.5890 -0.100 0.445 -0.448
H -0.2047 -1.3464 2.2429 -0.042 0.561 0.149
H 1.0585 2.7047 1.9953 -0.159 -0.272 0.416

(4)
107
Properties=species:S:1:pos:R:3:forces:R:3 method="wB97M-V/def2-TZVPD" smiles="CC(C)CCc1ccc2c(c1S)C(=O)NC2=O.CCOC(=O)OC.CCOC(=O)OC.CCOC(=O)OC.CCOC(=O)OC.CCOC(=O)OC" homo_lumo_gap_ha=0.2681
C 5.3625 2.8768 6.9090 -0.069 -1.068 -0.425
C 4.6048 3.1437 5.4581 0.803 0.482 0.188
C 5.8053 3.2147 4.3217 -0.134 0.178 0.834
C 3.7361 4.5355 5.4108 -0.636 -0.531 -0.168
C 2.8390 4.6969 4.0101 -0.836 -0.835 1.369
C 1.5695 3.6264 4.2038 -2.560 -1.970 0.193
C 0.2065 4.0802 5.0393 -0.008 -3.551 -1.291
C -1.0810 3.0469 5.2930 3.694 -1.638 -2.386
C -0.9383 1.5312 4.6851 2.639 1.532 -0.782
C 0.3984 1.0612 3.8608 -0.656 3.031 1.305
C 1.6462 2.0961 3.6165 -3.313 -0.191 1.878
S 3.1272 1.3906 2.6409 -1.291 -0.018 1.757
C 0.2159 -0.5378 3.4165 1.903 -0.525 -1.084
O 0.9804 -1.2834 2.6070 -5.151 4.391 5.598
N -1.0183 -0.9001 4.2318 0.151 0.935 -1.569
C -1.9142 0.2152 4.7347 -2.641 -0.498 0.961
O -3.1797 0.0403 5.1232 8.257 1.150 -2.188
H 6.3112 3.5576 7.0715 -2.152 -1.133 -0.257
H 5.7760 1.7583 6.8575 -0.843 2.394 0.128
H 4.6131 2.8928 7.8197 1.571 0.255 -1.836
H 3.8646 2.2460 5.3067 1.493 1.766 0.072
H 6.5600 4.0510 4.7156 -1.633 -1.701 -1.097
H 6.4067 2.2064 4.3010 -1.275 1.922 -0.126
H 5.3842 3.4841 3.2545 1.033 -0.622 2.207
H 4.3995 5.4977 5.5022 -1.146 -1.942 0.050
H 2.9237 4.4628 6.2781 1.884 0.486 -1.683
H 2.4082 5.7858 4.0021 0.702 -2.180 -0.153
H 3.4631 4.4939 3.0413 -1.388 0.260 1.913
H 0.1553 5.1710 5.4913 0.111 -2.543 -1.129
H -2.0490 3.3607 5.8708 2.196 -0.616 -1.263
H 3.3817 0.1635 3.3303 -0.741 1.667 -0.640
H -1.4465 -1.8375 4.0679 0.407 1.229 0.138
C -2.4811 4.9645 -0.1154 -0.067 0.303 -0.166
C -2.4686 4.8414 1.3987 -0.303 -0.562 -0.487
O -1.8087 5.9601 2.0031 -0.414 1.056 0.391
C -2.5177 7.1153 2.0298 -0.353 -0.100 -0.444
O -3.6469 7.2795 1.5969 1.544 -0.203 0.722
O -1.7397 8.0727 2.5972 -0.486 -0.815 -0.284
C -2.3268 9.3729 2.5873 -0.173 0.491 0.041
H -1.4657 5.1060 -0.4987 -0.067 -0.190 0.094
H -2.9136 4.0703 -0.5728 0.111 0.055 0.090
H -3.0655 5.8307 -0.4409 -0.016 -0.176 0.140
H -1.8997 3.9488 1.6817 0.088 0.367 0.169
H -3.4791 4.7223 1.8059 0.150 0.232 -0.070
H -3.3198 9.3644 3.0476 0.138 -0.070 -0.232
H -2.3789 9.7476 1.5606 -0.165 -0.079 0.163
H -1.6841 10.0404 3.1675 0.064 -0.364 -0.083
C 0.1244 -0.7008 -0.2742 -0.403 -0.024 -0.269
C 0.9531 0.5678 -0.3814 -0.269 -0.385 0.711
O 1.4102 0.7751 -1.7232 -0.508 0.608 -0.961
C 0.4770 1.2236 -2.5983 -0.399 -0.220 0.205
O -0.6924 1.4651 -2.3459 1.613 -0.182 -0.353
O 1.0625 1.3300 -3.8188 -0.295 -0.021 0.975
C 0.1581 1.6889 -4.8622 -0.270 0.136 -0.409
H 0.6822 -1.5591 -0.6615 0.014 0.083 0.187
H -0.1527 -0.8953 0.7656 0.149 0.030 -0.354
H -0.7946 -0.6287 -0.8643 0.130 0.111 0.081
H 1.8468 0.4669 0.2444 -0.060 0.104 -0.393
H 0.4038 1.4447 -0.0201 0.003 -0.092 -0.233
H -0.3870 2.6060 -4.6181 0.014 -0.269 0.057
H -0.5358 0.8641 -5.0505 -0.022 0.219 0.102
H 0.7403 1.8658 -5.7706 0.132 -0.117 0.337
C 3.6517 -6.4836 -4.4103 -0.054 0.271 -0.170
C 3.6642 -6.6067 -2.8962 -0.284 -0.475 -0.440
O 4.3241 -5.4880 -2.2919 -0.434 0.951 0.328
C 3.6151 -4.3328 -2.2652 -0.248 0.076 -0.325
O 2.4859 -4.1686 -2.6981 1.477 -0.238 0.661
O 4.3931 -3.3754 -1.6978 -0.533 -0.943 -0.345
C 3.8060 -2.0752 -1.7076 -0.198 0.530 0.026
H 4.6671 -6.3421 -4.7936 -0.062 -0.170 0.100
H 3.2192 -7.3778 -4.8677 0.070 0.079 0.068
H 3.0673 -5.6174 -4.7359 -0.018 -0.184 0.140
H 4.2331 -7.4993 -2.6132 0.071 0.385 0.148
H 2.6537 -6.7258 -2.4891 0.152 0.233 -0.080
H 2.8130 -2.0837 -1.2474 0.164 -0.057 -0.237
H 3.7539 -1.7005 -2.7343 -0.181 -0.057 0.177
H 4.4487 -1.4077 -1.1275 0.057 -0.356 -0.083
C -1.5289 -8.5777 -8.6618 0.051 0.097 0.345
C -0.6942 -8.0555 -9.8186 -0.234 -0.662 0.040
O -0.3842 -6.6674 -9.6474 0.863 0.433 0.508
C 0.5769 -6.3892 -8.7327 0.004 -0.254 0.348
O 1.1907 -7.2021 -8.0604 -0.748 1.090 -0.972
O 0.7193 -5.0403 -8.6702 -0.154 -1.087 -0.245
C 1.6271 -4.6030 -7.6601 0.337 0.227 0.366
H -2.4252 -7.9645 -8.5260 0.045 -0.117 -0.169
H -1.8293 -9.6143 -8.8383 0.019 0.127 -0.044
H -0.9738 -8.5393 -7.7193 0.017 -0.070 -0.218
H -1.2732 -8.1377 -10.7451 0.186 0.354 0.135
H 0.2213 -8.6419 -9.9574 -0.066 0.220 0.177
H 2.6033 -5.0864 -7.7665 -0.251 -0.045 0.079
H 1.2029 -4.8000 -6.6709 0.181 -0.085 -0.120
H 1.7634 -3.5238 -7.7699 -0.235 -0.229 -0.197
C -4.6763 0.2113 2.3770 -0.170 0.068 -0.384
C -5.1280 -1.0129 3.1548 0.647 0.226 0.183
O -6.5516 -1.1638 3.1006 -0.701 -0.608 -0.910
C -7.0476 -1.6342 1.9298 0.345 0.189 -0.259
O -6.3995 -1.9380 0.9413 -0.908 0.295 1.338
O -8.4005 -1.6812 2.0356 1.001 -0.023 0.054
C -9.0601 -2.0565 0.8275 -0.280 -0.145 -0.375
H -5.2034 1.1050 2.7253 0.147 -0.108 0.142
H -3.5995 0.3657 2.4897 -0.156 -0.021 0.020
H -4.8965 0.1102 1.3097 0.097 -0.108 0.150
H -4.8642 -0.8851 4.2105 -0.459 -0.121 -0.348
H -4.6289 -1.9241 2.8057 -0.229 0.109 -0.142
H -8.6733 -3.0046 0.4411 0.059 0.270 0.022
H -8.9506 -1.2614 0.0837 0.092 -0.223 0.021
H -10.1240 -2.1820 1.0460 0.272 0.116 0.241